45
Properties=species:S:1:pos:R:3 method="wB97M-V/def2-TZVPD" charge=+2 e_above_lowest_kj_mol=0.00 orbital_gap_ev="8.77 / 8.77"
Co 0.248 -0.021 -0.062
N -0.889 3.079 -0.298
C -0.059 2.695 -1.256
N 0.213 3.566 -2.221
C 1.074 3.180 -3.157
N 1.344 4.015 -4.148
N 1.735 1.979 -3.176
C 1.406 1.196 -2.203
N 0.467 1.421 -1.249
C 2.142 -0.065 -1.987
C 3.290 -0.427 -2.651
C 3.970 -1.559 -2.215
C 3.479 -2.281 -1.139
C 2.308 -1.865 -0.532
N 1.649 -0.788 -0.974
H -1.185 4.042 -0.317
H -1.086 2.505 0.509
H 0.926 4.931 -4.156
H 2.031 3.770 -4.839
H 3.646 0.191 -3.463
H 4.892 -1.857 -2.698
H 3.999 -3.148 -0.755
H 1.877 -2.385 0.315
O -0.898 -0.250 3.357
S -0.489 -0.232 2.018
O -1.239 0.641 1.005
O 0.927 0.293 1.694
O -0.464 -1.507 1.192
N -3.128 -2.048 -3.079
C -2.361 -2.910 -2.103
C -1.060 -2.215 -1.737
N -1.296 -0.862 -1.208
C -2.074 -0.026 -2.131
C -3.396 -0.679 -2.499
H -4.003 -2.501 -3.348
H -2.581 -1.946 -3.936
H -2.195 -3.880 -2.565
H -3.001 -3.037 -1.231
H -0.400 -2.146 -2.606
H -0.560 -2.809 -0.975
H -1.796 -0.952 -0.323
H -1.474 0.167 -3.025
H -2.282 0.934 -1.659
H -3.952 -0.099 -3.232
H -4.022 -0.834 -1.620